(1)
32
Properties=species:S:1:pos:R:3 method="wB97M-V/def2-TZVPD" gap_ha="0.224 / 0.224" spin_multiplicity=1 de_lowest_kj_mol=305.84 fmax_ev_per_a=6.41 total_energy_ha=-755.05005
C -1.90092 -1.30250 -0.22992
C -2.26880 0.73084 1.12627
C -2.33654 -0.05658 -0.22769
C 0.25277 0.34793 0.47937
C -0.82127 1.24884 1.07366
C -3.01716 0.49155 -1.47014
C 2.58600 0.68580 -0.43483
C 0.58509 1.03805 -1.84256
C 1.32624 -1.82898 0.30003
C 0.49231 -1.12356 2.49335
N -1.49207 -2.40363 -0.34022
N 1.15137 0.82343 -0.45413
N 0.63629 -0.81103 1.10730
F -0.32594 1.75796 2.35733
F -0.82864 2.42691 0.32106
H -2.96156 1.72617 1.26306
H -2.37354 0.04759 1.92941
H -2.76044 1.55246 -1.55693
H -4.13170 0.27486 -1.37887
H -2.67447 -0.11420 -2.43888
H 2.88684 0.82046 0.64634
H 2.94866 -0.37888 -0.82986
H 3.00265 1.40654 -0.97774
H 0.64943 0.00024 -2.23456
H -0.42473 1.38966 -1.72580
H 1.15390 1.72639 -2.35661
H 0.77200 -2.81672 0.71562
H 0.98699 -1.81208 -0.73098
H 2.45255 -1.95609 0.45963
H 1.20565 -1.85743 2.84731
H 0.54066 -0.24262 3.05722
H -0.56162 -1.36698 2.63050

(2)
43
Properties=species:S:1:pos:R:3 method="wB97M-V/def2-TZVPD" gap_ha=0.182 charge=+2 spin_multiplicity=1 de_lowest_kj_mol=229.55 fmax_ev_per_a=5.26 total_energy_ha=-1802.35327
Rh -0.05076 -0.02816 -0.23575
C 4.58690 -0.60865 -0.26835
N 4.07755 0.76125 -0.07730
C 5.06210 1.84529 0.00826
C 2.77096 0.97366 -0.03601
N 1.88598 -0.00226 0.09168
N 2.34660 2.28987 -0.09986
C 1.07786 2.77384 -0.32357
N 1.00323 4.09406 -0.51557
N 0.03044 1.99995 -0.35034
H 5.60609 -0.53775 -0.63563
H 3.99111 -1.12976 -1.01499
H 4.59073 -1.16240 0.67119
H 6.01094 1.41562 0.31574
H 4.78579 2.56940 0.77491
H 5.20304 2.33463 -0.95678
H 2.29335 -0.93069 0.11811
H 3.08492 2.97713 -0.12056
H 1.81462 4.68908 -0.52510
H 0.11695 4.53790 -0.69685
H -0.81022 2.48446 -0.64852
N -5.11612 -2.97954 -1.10444
C -5.43348 -1.75652 -0.65913
O -6.56476 -1.30824 -0.70487
C -4.39848 -0.83130 -0.08086
C -4.80643 0.05564 0.90413
C -3.87166 0.91764 1.44551
C -2.57423 0.86448 0.99001
N -2.16604 0.02608 0.02679
C -3.07755 -0.80600 -0.51631
H -5.84438 -3.56012 -1.48548
H -4.20049 -3.37013 -1.01596
H -5.83577 0.05838 1.23361
H -4.13914 1.62265 2.21897
H -1.81470 1.50940 1.41568
H -2.75674 -1.44481 -1.33027
F -1.29153 -3.66504 -1.75204
Te 0.10778 -2.51826 -2.10041
F -0.42172 -0.31691 -2.15386
F 0.61195 -2.88756 -3.81268
F 1.73511 -1.56955 -2.09910
F 1.14598 -3.93772 -1.60654
O -0.03838 -1.96916 -0.28437

(3)
43
Properties=species:S:1:pos:R:3 method="wB97M-V/def2-TZVPD" gap_ha=0.185 charge=+2 spin_multiplicity=1 fmax_ev_per_a=9.84 total_energy_ha=-3225.73795
O 4.78660 0.70985 2.35518
P 3.36416 0.25769 1.95266
O 2.28600 1.51442 2.29106
O 3.05790 -1.14536 2.92216
P 3.45884 -0.40832 -0.10038
Si 2.03039 0.68504 -1.43966
I 1.76044 3.04362 -0.81001
O 0.69106 -0.20529 -1.96350
Si -0.73890 -0.35089 -1.01128
C -0.65796 -2.15516 -0.26401
C 0.80142 -2.62624 0.16494
F 0.73399 -3.92691 0.84948
C -2.13918 -0.28798 -2.26364
C -3.69494 -0.51618 -1.57183
C -3.72303 -1.08139 0.00661
O -4.07497 0.42308 -0.45674
C -1.07170 0.98979 0.29000
C -0.85297 0.71734 1.78657
C -1.13480 1.71984 2.95540
C -1.68127 3.09092 2.40943
C -1.84013 3.18534 0.87719
N -1.59765 2.24309 -0.14418
P 3.28189 0.84710 -3.31759
O 3.26787 -0.70597 -4.09851
I 2.05973 2.45924 -4.74002
H 1.83794 1.29452 3.14897
H 2.08071 -1.24646 3.04815
H 4.80237 -0.07702 -0.54320
H -1.05255 -2.87978 -1.06391
H -1.33239 -2.26609 0.66100
H 1.17790 -1.88303 0.96092
H 1.57368 -2.68043 -0.70242
H -2.27858 0.73368 -2.78613
H -2.14200 -1.12589 -3.04151
H -4.55915 -0.91656 -2.30740
H -3.14722 -0.61364 0.85601
H -4.75918 -1.38069 0.41261
H -0.46107 -0.32541 2.08335
H -0.99678 1.48487 4.05745
H -1.93927 3.94951 3.11656
H -2.22451 4.20892 0.50736
H 2.35414 -1.08472 -4.04035
Sr 2.69312 -3.66847 -1.04680

(4)
29
Properties=species:S:1:pos:R:3 method="wB97M-V/def2-TZVPD" gap_ha=0.160 charge=+1 spin_multiplicity=1 de_lowest_kj_mol=255.96 fmax_ev_per_a=1.75 total_energy_ha=-500.37102
C -0.52193 0.27047 -1.43630
C -1.15130 1.51014 -1.61105
C -2.52748 1.79246 -1.70625
C -3.63486 0.94336 -1.75256
C -3.63279 -0.45188 -1.74927
C -2.51201 -1.28483 -1.69218
C -1.14368 -0.97352 -1.60076
H 0.58440 0.27075 -1.36073
H -0.50431 2.38743 -1.70812
H -2.76483 2.85486 -1.85567
H -4.61273 1.43515 -1.82990
H -4.60838 -0.94773 -1.82995
H -2.73167 -2.35079 -1.82930
H -0.48558 -1.84623 -1.69312
C 0.15257 0.26172 2.06697
N 1.39964 0.55806 1.37369
N 2.30056 -0.52650 1.47586
C 2.96684 -0.67787 0.23623
C 3.10228 -0.60725 2.66332
H -0.24219 1.23958 2.34672
H -0.59774 -0.28254 1.47443
H 0.44226 -0.31420 2.95186
H 1.31976 0.86153 0.38670
H 3.52338 -1.60945 0.25400
H 2.19785 -0.69678 -0.54537
H 3.64941 0.15525 0.03173
H 3.61322 -1.57527 2.63444
H 3.90357 0.15270 2.71304
H 2.51575 -0.54864 3.59153

(5)
29
Properties=species:S:1:pos:R:3 method="wB97M-V/def2-TZVPD" gap_ha=0.339 charge=+1 spin_multiplicity=1 de_lowest_kj_mol=338.96 fmax_ev_per_a=3.49 total_energy_ha=-500.33941
C -1.69412 2.67047 1.27603
C 1.43178 1.13622 0.32302
C -2.27965 2.62399 0.20415
C -1.54062 -2.71598 -0.41575
C -1.08934 -2.96908 0.96414
C -1.12031 -1.52911 0.45255
C 0.12856 -0.92027 0.18333
C -2.71213 2.25920 -1.14784
C 1.31967 -1.54931 -0.51131
C 3.75311 1.55976 0.10981
N 2.62047 0.72790 0.32841
N 0.30592 0.35518 0.44405
H -1.73488 2.78556 2.36364
H 1.00801 2.19037 0.17055
H -0.97767 -2.75042 -1.37120
H -2.62804 -2.60344 -0.57776
H -1.88677 -3.27706 1.73122
H -0.08070 -3.41220 1.17033
H -1.98701 -0.77942 0.70773
H -2.38580 3.04296 -1.87334
H -3.81133 2.14798 -1.24524
H -2.13978 1.22736 -1.36874
H 2.32847 -1.33822 -0.07734
H 1.18687 -1.33119 -1.59446
H 1.19410 -2.60596 -0.37856
H 4.52874 1.08408 -0.36759
H 3.49637 2.45892 -0.31300
H 4.31355 1.74471 1.05777
H -0.46715 0.79034 0.85203

(6)
32
Properties=species:S:1:pos:R:3 method="wB97M-V/def2-TZVPD" gap_ha=0.250 charge=+1 spin_multiplicity=1 de_lowest_kj_mol=231.12 fmax_ev_per_a=4.71 total_energy_ha=-726.07045
C -0.03645 2.13894 0.33784
C 0.57686 1.15198 -0.73943
C 2.19465 1.01179 -0.52271
C 0.01051 -0.21836 -0.93876
O -0.05909 -1.23514 0.08878
N -0.17993 -0.71108 1.34461
C -1.29455 -0.03981 1.79332
O -2.35811 0.13602 0.93269
C -1.08679 0.16980 3.18286
C 0.07244 -0.45025 3.54054
C 0.67943 -0.91728 2.38341
O 1.73872 -1.72360 1.98336
N -0.44973 -0.71418 -2.07454
C -0.86385 -2.12928 -2.21576
C -0.38745 0.08238 -3.20925
H 0.27448 1.79410 1.40496
H 0.53399 3.03837 0.19303
H -1.05778 2.24970 0.34354
H 0.38507 1.60844 -1.80274
H 2.76325 1.00425 -1.39498
H 2.49638 1.83311 0.16816
H 2.43524 0.10042 -0.08421
H -3.04575 0.31377 1.51927
H -1.81177 0.50021 3.89170
H 0.48929 -0.56677 4.54604
H 2.23572 -1.83440 2.77607
H -0.85046 -2.48825 -1.14628
H -0.35860 -2.79224 -2.99180
H -1.83623 -2.14104 -2.59696
H -0.79976 -0.50575 -3.96455
H 0.61219 0.31463 -3.50250
H -1.02195 1.01954 -3.24570

(7)
37
Properties=species:S:1:pos:R:3 method="wB97M-V/def2-TZVPD" gap_ha=0.180 charge=-2 spin_multiplicity=1 de_lowest_kj_mol=134.64 fmax_ev_per_a=0.55 total_energy_ha=-1457.84152
Pd 0.23530 0.14917 1.37006
O -1.26486 -2.21734 2.96040
C -2.44079 -1.47334 2.67623
C -2.80221 -1.45490 1.19513
N -1.95193 -0.60969 0.34803
C -1.75601 -1.23404 -0.96180
C -0.71055 -0.61863 -1.93721
O -1.04670 -0.67183 -3.14235
O 0.37257 -0.19502 -1.47130
C -2.57142 0.70549 0.17469
C -2.60766 1.56201 1.46692
O -3.71571 2.03973 1.79185
O -1.50493 1.70460 2.05173
H -0.52962 -1.72292 2.54194
H -2.36626 -0.45152 3.05801
H -3.25083 -1.98620 3.20692
H -3.85019 -1.11980 1.10847
H -2.75811 -2.48719 0.83695
H -2.70589 -1.27361 -1.51805
H -1.42520 -2.26346 -0.79600
H -3.59793 0.59511 -0.20974
H -1.98084 1.25581 -0.56262
S 2.40065 -0.51825 1.94571
C 2.81950 0.20557 0.47963
N 3.52780 -0.46233 -0.46792
C 3.39677 -0.08531 -1.87587
C 3.50904 1.42537 -1.97820
C 2.41873 2.04170 -1.11890
N 2.49206 1.50828 0.23945
H 3.56010 -1.44864 -0.26664
H 2.41681 -0.39746 -2.25179
H 4.19320 -0.58022 -2.43718
H 3.38149 1.73601 -3.01734
H 4.49740 1.75058 -1.63603
H 1.44471 1.79033 -1.54798
H 2.52723 3.12747 -1.06320
H 1.64427 1.67447 0.80799

(8)
36
Properties=species:S:1:pos:R:3 method="wB97M-V/def2-TZVPD" gap_ha=0.364 spin_multiplicity=1 de_lowest_kj_mol=16.91 fmax_ev_per_a=2.31 total_energy_ha=-1007.04926
N -0.66425 2.00481 -0.07186
C -2.01092 2.13350 0.10582
O -2.68107 2.93772 -0.54930
C -2.65066 1.11764 1.04822
C -3.43138 0.06584 0.30860
C -2.59608 -0.75285 -0.74627
N -3.45259 -1.73729 -1.38432
C -1.37130 -1.46741 -0.08953
O -1.51128 -2.42657 0.64153
N -0.15131 -0.92203 -0.43701
C 1.10129 -1.44256 0.13704
C 2.21914 -1.50480 -0.89534
C 2.47151 -0.20675 -1.67551
C 3.03008 0.89500 -0.80384
O 2.36279 1.73262 -0.20207
O 4.32704 0.79486 -0.66330
C 1.53387 -0.70839 1.41793
O 2.54824 -0.97124 2.02775
O 0.72163 0.24439 1.80468
H -0.17970 2.81878 -0.46797
H -0.13588 1.71609 0.69263
H -3.28171 1.67244 1.76622
H -1.82412 0.73483 1.67699
H -3.76634 -0.69142 1.05056
H -4.31648 0.49825 -0.17875
H -2.20777 0.00072 -1.45590
H -2.91836 -2.28647 -2.06084
H -3.58602 -2.41841 -0.61016
H -0.16570 0.05608 -0.78091
H 0.87898 -2.48419 0.47328
H 3.12413 -1.97478 -0.44193
H 1.93008 -2.23797 -1.68259
H 3.26458 -0.39860 -2.43059
H 1.63107 0.21757 -2.22823
H 4.49242 1.54723 -0.08141
H 1.02574 0.54197 2.69487

(9)
30
Properties=species:S:1:pos:R:3 method="wB97M-V/def2-TZVPD" gap_ha=0.321 spin_multiplicity=1 de_lowest_kj_mol=527.24 fmax_ev_per_a=3.98 total_energy_ha=-596.30106
C -0.93939 -1.91536 -0.48023
C -0.97272 -0.35165 -0.15509
C -2.19034 -0.06335 0.67317
C -0.70130 0.52255 -1.42406
C -0.65753 1.89410 -0.74543
C 0.09930 1.61817 0.55880
C 0.28412 0.16356 0.59964
C 0.68995 -0.42652 1.88727
C 1.62157 -0.26666 -0.59834
O 1.99196 -1.51733 -0.35526
N 2.45121 0.74519 -0.11561
O 3.32964 0.32808 0.68316
C 0.76991 0.00181 -1.88633
H 0.07680 -2.11649 -0.70537
H -1.63192 -2.24827 -1.31626
H -1.40947 -2.31195 0.44571
H -2.21123 0.97955 1.06251
H -2.03115 -0.64788 1.73039
H -3.13270 -0.55636 0.36516
H -1.29344 0.45887 -2.36017
H -1.70889 2.39876 -0.57512
H -0.14218 2.72369 -1.27629
H 1.13710 2.04187 0.60933
H -0.44023 2.00862 1.36540
H 0.66215 -1.52033 1.99490
H 0.05335 0.00405 2.69508
H 1.84125 -0.09450 1.86574
H 2.76905 -1.58219 0.36134
H 0.50553 -0.98824 -2.28153
H 1.17961 0.71823 -2.62247

(10)
36
Properties=species:S:1:pos:R:3 method="wB97M-V/def2-TZVPD" gap_ha="0.179 / 0.179" charge=+2 spin_multiplicity=1 fmax_ev_per_a=6.61 total_energy_ha=-3037.85140
Zn 0.18512 0.30661 -3.30409
O 0.20539 3.43790 -2.69245
C 0.21014 2.31816 -2.98979
C 0.19554 -1.69577 -2.97502
O 0.22880 -2.84804 -2.93281
C 2.40951 0.28331 -2.78309
O 3.48744 0.24645 -2.37824
C -1.99395 0.29892 -2.80146
O -3.07579 0.28750 -2.38192
H 0.18330 0.65032 -6.57982
H 0.18551 -0.09950 -6.59756
C -0.35170 -3.26800 1.79089
C -0.18254 -2.83528 0.34498
O -0.53619 -1.44899 -0.13741
P -0.21607 0.06361 0.51787
O 0.72792 -0.42930 1.71846
C 0.50122 0.20810 3.06733
C -0.95549 -0.08424 3.33936
O 0.90133 1.06065 -0.24940
C 1.00985 2.47781 0.47247
C -0.41920 2.92127 0.74453
H 0.31362 -2.80038 2.54635
H -0.12596 -4.34899 1.88534
H -1.40219 -3.26627 2.12248
H 0.85725 -2.93794 0.01938
H -0.85591 -3.41377 -0.29477
H 1.14349 -0.35501 3.75937
H 0.70609 1.28958 2.99060
H -1.11326 -1.15963 3.46334
H -1.35347 0.39280 4.22948
H -1.63278 0.20386 2.51419
H 1.63942 2.31963 1.36575
H 1.55633 3.11239 -0.22307
H -0.92231 2.30234 1.52896
H -0.48949 3.95659 1.08647
H -1.02096 2.85330 -0.18671

(11)
29
Properties=species:S:1:pos:R:3 method="wB97M-V/def2-TZVPD" gap_ha=0.345 spin_multiplicity=1 de_lowest_kj_mol=406.24 fmax_ev_per_a=3.29 total_energy_ha=-807.61768
C -1.44171 -1.95502 -1.69315
C -0.32275 -1.48028 -1.20758
C 0.75802 -1.09212 -0.55927
C 1.28670 -1.74737 0.68325
C 2.27749 -0.72551 1.25871
C 3.57551 -0.69125 0.80311
O 1.74377 0.23865 2.02500
C 2.47805 1.41854 2.37746
H -1.41920 -2.63577 -2.60845
H -2.45061 -1.69092 -1.35633
H 1.23792 -0.09685 -0.70944
H 0.45844 -1.90732 1.41054
H 1.71226 -2.66676 0.39873
H 4.22521 0.13063 1.03482
H 3.80907 -1.48725 0.02948
H 2.75714 1.29065 3.41319
H 1.70588 2.13969 2.51178
H 3.02952 1.90268 1.58596
C -2.98973 0.19803 0.12017
C -2.43231 1.04049 -0.72007
C -1.25334 1.91165 -0.34652
P -3.05215 1.14260 -2.51122
H -3.73195 -0.41349 -0.34947
H -2.93377 0.26058 1.18747
H -0.83716 1.64874 0.60056
H -1.61193 2.98998 -0.23181
H -0.50278 1.86584 -1.18301
H -3.98427 -0.07345 -2.69554
H -2.09129 0.48462 -3.26840

(12)
28
Properties=species:S:1:pos:R:3 method="wB97M-V/def2-TZVPD" gap_ha="0.313 / 0.313" spin_multiplicity=1 de_lowest_kj_mol=316.61 fmax_ev_per_a=5.30 total_energy_ha=-732.39639
C -0.32603 -1.35215 1.83751
C 0.91574 -1.16923 1.35142
C -0.03594 -1.38702 -1.32169
C -1.27723 -0.62333 -0.99171
C 1.24724 -0.59939 -1.06592
C -1.33960 0.08026 0.23441
C 1.26077 -0.05638 0.33557
C -2.65291 0.20203 0.94097
C 2.63984 0.54117 0.68565
C -0.09209 2.33086 -0.82943
P -0.05931 1.23207 0.69892
H -0.76431 -1.90429 2.66035
H 1.71751 -1.74480 1.82338
H -0.08040 -2.28592 -0.71952
H -0.11992 -1.68752 -2.41732
H -1.65967 0.16105 -1.69061
H -2.04384 -1.39078 -1.05445
H 1.88388 -1.31250 -1.36450
H 1.13683 0.27001 -1.77051
H -3.26858 -0.77293 1.15679
H -3.37656 0.77707 0.41955
H -2.37512 0.74390 1.81576
H 2.98599 1.36797 0.14132
H 3.54523 -0.04275 0.57477
H 2.72028 0.88356 1.67159
H -1.10681 2.16161 -1.11910
H 0.75488 2.23773 -1.54057
H -0.22987 3.33971 -0.46263